Density functional theory data (ωB97M-V/def2-TZVPD) for a structure of composition C25H24ClN6O10Sn at a distorted geometry.

The geometry in XYZ format:
```
67
Properties=species:S:1:pos:R:3:lowdin_charge:R:1
O -1.53 1.06 1.57 -0.3954
O -1.51 5.51 -2.47 -0.0779
O -2.24 -2.91 7.70 0.0818
O -0.09 -2.36 7.59 0.1143
O 1.53 -1.20 3.60 -0.0964
C 0.17 -3.77 0.50 -0.7668
C -1.30 -2.49 7.06 -0.5100
H -1.03 -4.21 2.25 0.0770
H -3.11 -1.42 2.99 0.1262
H 1.98 -4.90 0.20 0.0740
H 2.47 3.57 -1.94 0.1222
H 4.74 0.46 0.19 0.1166
H 0.50 4.81 -1.12 0.1235
H -1.23 4.65 -5.04 0.0984
C -0.08 -3.58 -1.00 -0.0708
H -0.72 -2.71 -1.17 0.0566
H -1.77 -3.06 1.13 0.0367
C -0.54 -1.72 4.65 -0.1402
O -3.19 1.09 -0.09 -0.3175
C -2.69 -2.03 5.00 0.0211
H 0.76 3.43 -5.84 0.1127
H 5.18 1.29 -2.13 0.1105
N 3.55 1.92 -3.92 0.0604
N 0.91 -2.65 1.02 -0.1084
C 0.94 -1.51 4.69 -0.5145
C -1.18 -3.97 1.20 -0.0716
N -1.17 -1.47 3.52 0.0339
O -2.48 -0.95 0.83 -0.4131
H 0.57 -2.07 6.90 0.0387
H -1.58 -0.33 -1.09 0.0812
O 1.51 -1.62 5.78 0.0743
H -3.68 -2.23 5.38 0.1378
C 1.65 3.79 -2.61 -0.0212
H 0.86 -3.42 -1.53 0.0776
H 0.92 0.95 -4.33 0.1138
C -1.46 -2.09 5.64 -0.0464
C -0.43 4.42 -4.36 -0.0192
N 0.38 -0.03 -0.65 0.0598
Sn 0.60 -0.85 1.70 1.4166
H -0.58 -4.47 -1.40 0.0727
H 0.51 -5.90 0.34 0.0765
C 1.60 0.37 -1.07 -0.1482
Cl -2.75 0.46 1.10 0.6347
H -2.23 6.49 -4.15 0.0920
H -3.11 5.00 -3.69 0.0962
H -1.74 -4.78 0.72 0.0790
N -2.46 -1.66 3.74 0.0513
C 4.18 1.03 -1.82 -0.0226
C 0.57 4.50 -2.16 0.0171
C -0.49 4.81 -3.02 -0.2757
C 0.69 3.73 -4.81 -0.0393
C 3.15 1.27 -2.71 -0.2501
C -2.58 5.88 -3.31 -0.0898
C -0.46 0.32 -2.84 -0.0057
C 1.03 -5.01 0.72 -0.0666
C -0.62 -0.03 -1.48 -0.1183
C 3.94 0.58 -0.52 0.0064
C 1.72 3.39 -3.95 -0.3035
H 1.23 -5.15 1.78 0.0755
C 1.84 0.83 -2.37 -0.1061
O 2.40 -0.08 1.13 -0.1733
C 2.65 0.28 -0.10 -0.3254
C 0.76 0.73 -3.28 0.0032
N 2.84 2.73 -4.53 0.0530
H -1.31 0.25 -3.51 0.1104
H -3.26 6.47 -2.70 0.0914
O -3.75 0.53 2.12 -0.3311
```

Properties
Frontier orbital gap (alpha / beta) (Eh): 0.2210 / 0.2214
LUMO (alpha / beta) (eV): 0.82 / 0.82
Maximum force (eV/A): 2.26
Multiplicity: 1
Relative energy (zero: lowest compared OMol25 entry of this formula, charge and spin) (eV): 0.000
Total charge: -1